An isolated molecule of C17H19N3O4S2, computed with ωB97M-V/def2-TZVPD.

Values from the calculation:
- ΔE to the lowest compared entry with this formula, charge and spin: 1.254 eV
- SMILES: CCCCNS(=O)(=O)c1ccc(S(=O)(=O)n2cnc3ccccc32)cc1
- HOMO: -0.3370 Ha
- Net charge: 0

Cartesian coordinates (Å):
C1 2.3869 5.8592 1.5335
H1 3.2214 6.4614 1.1822
C2 2.3214 4.5385 0.7763
C3 1.1610 3.6744 1.2670
C4 1.0181 2.3682 0.4827
N1 2.1401 1.4620 0.6189
S1 2.2565 0.5876 2.0333
O1 1.6591 1.2635 3.1483
O2 3.6157 0.1515 2.1283
C5 1.2131 -0.8055 1.5959
C6 1.6878 -1.7169 0.6717
C7 0.8767 -2.7743 0.2910
C8 -0.3829 -2.8832 0.8496
C9 -0.8561 -1.9803 1.7828
C10 -0.0417 -0.9246 2.1632
H2 -0.3532 -0.1973 2.8964
H3 -1.8397 -2.1202 2.2028
S2 -1.4813 -4.1823 0.2958
O3 -0.7758 -5.0998 -0.5371
O4 -2.2817 -4.6595 1.3748
N2 -2.5167 -3.2651 -0.6830
C11 -3.7237 -2.7130 -0.3124
N3 -4.1875 -1.8477 -1.1438
C12 -3.2571 -1.7697 -2.1599
C13 -3.2412 -0.9974 -3.3138
C14 -2.1554 -1.1330 -4.1557
C15 -1.1122 -2.0154 -3.8724
C16 -1.1097 -2.7960 -2.7307
C17 -2.1918 -2.6556 -1.8824
H4 -0.3217 -3.5000 -2.5185
H5 -0.2891 -2.0944 -4.5662
H6 -2.1117 -0.5483 -5.0622
H7 -4.0543 -0.3252 -3.5337
H8 -4.2013 -3.0269 0.5944
H9 1.2013 -3.5198 -0.4170
H10 2.6822 -1.5885 0.2763
H11 3.0283 1.8693 0.3701
H12 0.1430 1.8183 0.8358
H13 0.8888 2.5765 -0.5843
H14 1.3029 3.4305 2.3205
H15 0.2287 4.2342 1.1683
H16 2.2021 4.7360 -0.2924
H17 3.2644 4.0046 0.9167
H18 2.5164 5.6780 2.5976
H19 1.4698 6.4265 1.3915

Mulliken atomic charge list, values in e, 6 entries:
1 C -1.34
2 H 0.37
3 C -0.28
4 C -0.49
5 C -0.86
6 N -0.27



A structure of composition C17H19N5O2OsS at a distorted geometry, computed with ωB97M-V/def2-TZVPD.

Values from the calculation:
- <S²>: 6.021
- HOMO (alpha / beta): -0.5011 / -0.5084 Ha
- Net charge: +2
- 2S+1: 5

Cartesian coordinates (Å):
Os1 -0.1205 0.7322 -0.1181
O1 -1.1496 -0.9022 -0.2766
C1 -2.4115 -1.1580 -0.2454
C2 -2.8623 -2.4999 -0.2604
C3 -4.2034 -2.8017 -0.1967
C4 -5.1568 -1.7827 -0.1175
C5 -4.7564 -0.4633 -0.1304
C6 -3.3972 -0.1093 -0.1856
C7 -3.0386 1.2702 -0.1723
N1 -1.8355 1.7554 -0.0877
C8 -1.7121 3.2115 -0.0046
C9 -0.2580 3.6723 -0.1794
N2 0.6787 2.5526 -0.0885
C10 1.9405 2.8598 -0.1506
C11 3.0286 1.9461 -0.1334
C12 4.3362 2.4571 -0.0910
C13 5.4337 1.6246 -0.0846
C14 5.2541 0.2397 -0.1464
C15 3.9911 -0.3022 -0.1904
C16 2.8380 0.5185 -0.1786
O2 1.6679 -0.0174 -0.2106
H1 -2.1121 -3.2747 -0.3170
H2 -4.5193 -3.8324 -0.2088
H3 -6.2030 -2.0300 -0.0471
H4 -5.5022 0.3180 -0.0999
H5 -3.8717 1.9699 -0.2141
H6 -2.0919 3.5313 0.9717
H7 -2.3389 3.6843 -0.7667
H8 -0.0022 4.4174 0.5818
H9 -0.1278 4.1417 -1.1600
H10 2.2059 3.9144 -0.2291
H11 4.4738 3.5274 -0.0622
H12 6.4268 2.0381 -0.0403
H13 6.1142 -0.4090 -0.1722
H14 3.8415 -1.3685 -0.2442
N3 0.1161 -0.4168 2.4861
N4 0.6033 -1.6649 2.9098
C17 0.8571 -2.7292 2.1221
N5 1.2671 -3.8486 2.7237
S1 0.6870 -2.7064 0.4505
H15 0.7141 0.3165 2.8672
H16 -0.8352 -0.2811 2.8397
H17 0.7478 -1.7914 3.9066
H18 1.3809 -3.9296 3.7236
H19 1.4534 -4.6674 2.1648

Mulliken atomic charge list, values in e, 6 entries:
1 Os 1.49
2 O -0.86
3 C 0.66
4 C -0.45
5 C -0.67
6 C -0.71



An isolated molecule of C17H19N5O2S2 at a distorted geometry, computed with ωB97M-V/def2-TZVPD.

Values from the calculation:
- ΔE to the lowest compared entry with this formula, charge and spin: 0.196 eV
- SMILES: CCOC(=O)CSc1nnc(CNc2nc(-c3ccccc3)cs2)n1C
- HOMO: -0.2938 Ha
- Net charge: 0

Cartesian coordinates (Å):
C1 -6.9949 -1.8313 -0.2386
C2 -5.9290 -1.8941 0.8448
H1 -6.3719 -1.7009 1.8271
H2 -5.4199 -2.8598 0.8454
O1 -4.8953 -0.9342 0.6105
C3 -5.1072 0.3113 1.0237
O2 -6.0896 0.6901 1.6016
C4 -3.9390 1.2071 0.6843
H3 -4.2524 1.9919 -0.0057
H4 -3.5550 1.6861 1.5856
S1 -2.6029 0.2554 -0.0942
C5 -1.5257 1.5933 -0.3627
N1 -1.7729 2.8486 -0.0901
N2 -0.6933 3.5541 -0.4547
C6 0.1944 2.7339 -0.9448
N3 -0.2823 1.4502 -0.9049
C7 0.3534 0.2350 -1.3294
H5 1.3995 0.2483 -1.0147
H6 -0.1595 -0.6068 -0.8669
H7 0.2936 0.1341 -2.4153
C8 1.5513 3.1374 -1.4137
N4 2.4508 3.3922 -0.3026
C9 3.0301 2.3553 0.3445
N5 3.1150 1.1523 -0.1038
C10 3.8266 0.3334 0.7360
C11 4.2935 0.9488 1.8576
S2 3.8409 2.6171 1.8917
H8 4.8880 0.5474 2.6512
C12 4.0180 -1.0647 0.3698
C13 4.3609 -2.0266 1.3188
C14 4.5359 -3.3450 0.9446
C15 4.3693 -3.7256 -0.3772
C16 4.0263 -2.7770 -1.3264
C17 3.8520 -1.4573 -0.9579
H9 3.5981 -0.7111 -1.6951
H10 3.8967 -3.0677 -2.3588
H11 4.5055 -4.7574 -0.6650
H12 4.8004 -4.0821 1.6887
H13 4.4781 -1.7425 2.3536
H14 2.2193 4.1972 0.2610
H15 1.9946 2.3521 -2.0272
H16 1.4677 4.0616 -1.9893
H17 -7.7282 -2.6149 -0.0725
H18 -7.4974 -0.8675 -0.2105
H19 -6.5432 -1.9678 -1.2182

Mulliken atomic charge list, values in e, 6 entries:
1 C -1.10
2 C -0.27
3 H 0.32
4 H 0.31
5 O -0.30
6 C 0.30



A structure of composition C17H19N7O5PdSe, computed with ωB97M-V/def2-TZVPD.

Values from the calculation:
- HOMO (alpha / beta): -0.0161 / -0.0160 Ha
- Net charge: -2

Cartesian coordinates (Å):
Pd1 0.4032 0.9859 -0.9074
O1 -0.1288 1.1617 5.6287
C1 -0.0155 0.9803 4.2691
C2 1.1277 1.3665 3.5937
C3 1.2065 1.1337 2.2310
N1 0.2031 0.5906 1.5444
C4 -0.8943 0.1883 2.2022
C5 -1.0373 0.3629 3.5724
C6 -1.9862 -0.5502 1.4043
O2 -2.7115 -1.3375 2.0477
O3 -1.9774 -0.3490 0.1758
C7 2.5198 1.4151 1.4681
O4 3.4639 1.8449 2.1578
O5 2.5160 1.1243 0.2490
H1 0.6711 1.6106 5.9155
H2 1.9688 1.8317 4.0964
H3 -1.9295 0.0065 4.0686
Se1 -2.7113 2.2173 -1.8679
N2 -2.2849 3.7614 -1.0394
C8 -0.9622 3.8825 -1.1289
C9 -0.1714 4.9265 -0.6142
C10 1.2025 4.8537 -0.7952
C11 1.7815 3.8137 -1.5173
N3 1.0804 2.8224 -2.0845
C12 -0.2548 2.8264 -1.8403
N4 -1.0255 1.8321 -2.3494
H4 -0.6295 5.7484 -0.0783
H5 1.8477 5.6261 -0.3914
H6 2.8542 3.7717 -1.6674
C13 2.1741 -2.0560 -0.9251
N5 0.9817 -2.8671 -1.1245
C14 1.2662 -4.0899 -1.8473
C15 -0.1641 -2.1868 -1.6089
N6 -0.0672 -1.0624 -2.2018
N7 -1.3381 -2.9273 -1.4589
C16 -1.5505 -3.6342 -0.1965
C17 -2.5510 -2.3024 -1.9614
H7 2.8219 -2.5567 -0.2011
H8 1.8939 -1.0833 -0.5337
H9 2.7286 -1.8966 -1.8587
H10 1.6918 -3.8800 -2.8424
H11 0.3551 -4.6734 -1.9727
H12 1.9922 -4.6838 -1.2854
H13 -0.9559 -0.6283 -2.4120
H14 -0.6042 -3.7285 0.3265
H15 -1.9587 -4.6335 -0.3928
H16 -2.2481 -3.0807 0.4412
H17 -2.8095 -1.4034 -1.3903
H18 -3.3630 -3.0280 -1.8820
H19 -2.4212 -2.0461 -3.0153

Mulliken atomic charge list, values in e, 6 entries:
1 Pd -0.09
2 O -0.58
3 C 1.32
4 C -0.57
5 C -0.51
6 N 0.49



An isolated molecule of C17H19NO5S at a distorted geometry, computed with ωB97M-V/def2-TZVPD.

Values from the calculation:
- ΔE to the lowest compared entry with this formula, charge and spin: 1.573 eV
- SMILES: COC(=O)CN(c1ccc(OCc2ccccc2)cc1)S(C)(=O)=O
- HOMO: -0.2989 Ha
- Net charge: 0

Cartesian coordinates (Å):
C1 -1.0156 0.7397 5.8000
H1 -0.7082 1.5721 5.1642
H2 -1.9106 0.9944 6.3609
H3 -0.1961 0.4903 6.4760
O1 -1.3563 -0.3912 5.0031
C2 -0.4027 -0.8561 4.1990
O2 0.6869 -0.3570 4.0876
C3 -0.8622 -2.1065 3.4670
N1 -0.0304 -2.4490 2.3473
C4 -0.0700 -1.6730 1.1808
C5 0.5885 -2.1255 0.0346
C6 0.5618 -1.3889 -1.1277
C7 -0.1320 -0.1784 -1.1963
C8 -0.8038 0.2650 -0.0655
C9 -0.7684 -0.4738 1.1075
H4 -1.2981 -0.0892 1.9647
H5 -1.3615 1.1883 -0.0735
O3 -0.0888 0.4675 -2.3923
C10 -0.7760 1.7008 -2.5238
C11 -0.5523 2.1909 -3.9296
C12 0.5346 3.0021 -4.2257
C13 0.7576 3.4273 -5.5234
C14 -0.1025 3.0420 -6.5374
C15 -1.1845 2.2275 -6.2498
C16 -1.4073 1.8027 -4.9521
H6 -2.2496 1.1639 -4.7294
H7 -1.8562 1.9220 -7.0385
H8 0.0708 3.3747 -7.5501
H9 1.6047 4.0602 -5.7438
H10 1.2087 3.3006 -3.4359
H11 -0.3840 2.4291 -1.8000
H12 -1.8495 1.5548 -2.3376
H13 1.0702 -1.7372 -2.0125
H14 1.1061 -3.0694 0.0654
S1 1.3834 -3.2936 2.7302
O4 1.5889 -4.3276 1.7614
O5 1.2435 -3.7012 4.0968
C17 2.7275 -2.0975 2.5820
H15 2.4841 -1.2569 3.2181
H16 3.6278 -2.5968 2.9154
H17 2.8078 -1.8034 1.5444
H18 -1.9067 -2.0092 3.1611
H19 -0.7795 -2.9346 4.1776

Mulliken atomic charge list, values in e, 6 entries:
1 C -0.70
2 H 0.30
3 H 0.24
4 H 0.30
5 O -0.33
6 C 0.88